Computed, not measured: a cluster of 12 separate species, C48H96O24S12 in total in a non-equilibrium geometry, with ωB97M-V/def2-TZVPD.

Each line ends with the Löwdin charge.
CARTESIAN COORDINATES (ANGSTROEM)
1 O 2.53220 -3.77973 -1.76857  -0.374
2 S 3.20121 -4.36635 -2.98709  0.748
3 O 2.42679 -5.09899 -4.02959  -0.364
4 C 4.37418 -3.23956 -3.79746  -0.221
5 C 5.76750 -3.56508 -3.24184  -0.191
6 C 5.77788 -5.09661 -3.01976  -0.198
7 C 4.48552 -5.48001 -2.26607  -0.190
8 H 3.87412 -2.27343 -3.72939  0.087
9 H 4.18476 -3.58736 -4.81297  0.095
10 H 6.51890 -3.14666 -3.91149  0.120
11 H 5.83405 -3.06866 -2.27373  0.110
12 H 6.59345 -5.29426 -2.32415  0.110
13 H 6.03054 -5.62062 -3.94154  0.119
14 H 4.52238 -5.15542 -1.22617  0.080
15 H 3.99876 -6.45347 -2.32557  0.104
16 O -2.39010 3.14180 7.40957  -0.352
17 S -3.56857 2.47639 6.84210  0.751
18 O -4.69335 1.99270 7.66196  -0.360
19 C -4.29865 3.49433 5.45482  -0.209
20 C -4.85468 2.48247 4.43259  -0.191
21 C -3.81652 1.33232 4.27524  -0.195
22 C -3.03367 1.12159 5.61508  -0.170
23 H -3.40512 4.07197 5.21807  0.073
24 H -4.98780 4.26241 5.80586  0.106
25 H -5.73568 2.04032 4.89783  0.109
26 H -5.16461 2.89485 3.47240  0.107
27 H -3.05811 1.55959 3.52608  0.076
28 H -4.21202 0.39264 3.88966  0.103
29 H -2.05516 1.53403 5.36908  0.044
30 H -2.90394 0.12812 6.04437  0.070
31 O 3.03989 0.18276 -2.62071  -0.373
32 S 4.08909 0.28684 -1.57174  0.762
33 O 4.19905 -0.72262 -0.48272  -0.364
34 C 5.75060 0.73295 -2.34763  -0.200
35 C 6.24410 1.91113 -1.56679  -0.251
36 C 5.08049 2.81011 -1.22981  -0.181
37 C 3.90719 1.88917 -0.70783  -0.183
38 H 5.39575 1.06098 -3.32465  0.095
39 H 6.39742 -0.12204 -2.54440  0.099
40 H 6.69917 1.41845 -0.70756  0.120
41 H 6.99966 2.50678 -2.07907  0.125
42 H 4.90527 3.40136 -2.12860  0.108
43 H 5.38599 3.54315 -0.48320  0.118
44 H 2.93354 2.35109 -0.87137  0.090
45 H 3.88087 1.65168 0.35566  0.092
46 O -2.19691 -2.09864 6.26474  -0.334
47 S -1.13576 -2.32040 5.28114  0.718
48 O -0.50595 -1.12790 4.72437  -0.337
49 C 0.21943 -3.53603 5.94195  -0.157
50 C 0.06037 -4.83270 5.15415  -0.186
51 C -0.65454 -4.50112 3.73636  -0.168
52 C -1.72757 -3.36246 3.96768  -0.230
53 H -0.00079 -3.61754 7.00636  0.099
54 H 1.18036 -3.07551 5.71253  0.072
55 H 0.95814 -5.42995 4.99481  0.109
56 H -0.62069 -5.48709 5.69824  0.105
57 H -1.12195 -5.40869 3.35431  0.097
58 H 0.11526 -4.32720 2.98452  0.077
59 H -2.66447 -3.87118 4.19468  0.107
60 H -2.05268 -2.72765 3.14341  0.073
61 O -5.83889 -2.97082 -1.13633  -0.330
62 S -5.16317 -4.18955 -0.71805  0.702
63 O -5.91983 -5.40483 -0.40980  -0.343
64 C -3.88268 -4.74554 -1.82697  -0.226
65 C -2.57086 -4.66412 -1.01390  -0.182
66 C -2.87984 -4.72808 0.55334  -0.197
67 C -4.08921 -3.80458 0.75691  -0.209
68 H -3.89476 -4.13744 -2.73150  0.080
69 H -4.12576 -5.78186 -2.06160  0.103
70 H -1.85027 -5.42566 -1.31207  0.114
71 H -2.09510 -3.71652 -1.26648  0.069
72 H -2.00548 -4.41243 1.12252  0.078
73 H -3.14808 -5.74334 0.84554  0.112
74 H -3.72999 -2.78890 0.59119  0.083
75 H -4.71906 -3.82532 1.64627  0.105
76 O 1.70388 5.17569 -3.88033  -0.363
77 S 1.87141 3.78623 -4.44297  0.748
78 O 3.01952 2.96261 -4.10874  -0.351
79 C 0.30380 2.87100 -4.15558  -0.194
80 C 0.04656 2.11535 -5.47845  -0.209
81 C 0.64223 2.84138 -6.70758  -0.205
82 C 1.67669 3.83082 -6.27060  -0.224
83 H -0.45447 3.65396 -4.16562  0.091
84 H 0.19569 2.42885 -3.16517  0.087
85 H 0.54770 1.15026 -5.40386  0.097
86 H -1.02800 1.99474 -5.61588  0.082
87 H -0.18357 3.30430 -7.24781  0.115
88 H 1.14681 2.14451 -7.37681  0.111
89 H 1.36260 4.87136 -6.35255  0.095
90 H 2.63328 3.82491 -6.79310  0.107
91 O -0.80939 2.83082 3.55176  -0.353
92 S 0.56489 3.13298 4.03990  0.721
93 O 1.17018 4.35970 3.72964  -0.306
94 C 0.53722 3.06446 5.90976  -0.185
95 C 0.77182 1.58766 6.38007  -0.222
96 C 1.91178 1.12519 5.56079  -0.212
97 C 1.74336 1.64433 4.05035  -0.150
98 H -0.32384 3.63172 6.26316  0.078
99 H 1.37705 3.66928 6.25178  0.100
100 H 0.97568 1.45781 7.44294  0.127
101 H -0.04507 0.92832 6.08671  0.079
102 H 1.96866 0.03843 5.62258  0.092
103 H 2.79201 1.50449 6.07985  0.116
104 H 1.34481 0.84867 3.42091  0.042
105 H 2.64633 1.88884 3.49093  0.092
106 O -2.23341 -2.68840 -3.63600  -0.340
107 S -1.50759 -1.78562 -4.55953  0.723
108 O -1.58474 -0.34714 -4.37506  -0.338
109 C 0.22378 -2.30311 -4.59000  -0.213
110 C 0.66907 -2.43113 -6.07860  -0.197
111 C -0.53645 -3.00214 -6.81063  -0.217
112 C -1.72743 -2.15171 -6.38340  -0.189
113 H 0.30180 -3.30280 -4.16266  0.091
114 H 0.82351 -1.60589 -4.00493  0.089
115 H 0.96589 -1.45425 -6.46029  0.110
116 H 1.49232 -3.11163 -6.29609  0.111
117 H -0.71824 -4.04383 -6.54618  0.122
118 H -0.42656 -3.01603 -7.89499  0.119
119 H -2.75760 -2.49164 -6.27708  0.097
120 H -1.68728 -1.17112 -6.85766  0.100
121 O -2.79066 8.03129 2.24521  -0.344
122 S -2.17482 6.88821 2.93577  0.724
123 O -1.85460 6.95085 4.38355  -0.342
124 C -3.05326 5.39462 2.49273  -0.247
125 C -2.71182 5.02651 1.03974  -0.204
126 C -1.18414 5.12133 0.92454  -0.201
127 C -0.81068 6.32146 1.86913  -0.207
128 H -4.10693 5.55392 2.72184  0.107
129 H -2.66027 4.58331 3.10545  0.074
130 H -2.88904 3.99606 0.73172  0.103
131 H -3.03578 5.80273 0.34647  0.118
132 H -0.96588 5.29746 -0.12876  0.111
133 H -0.64682 4.24307 1.28238  0.077
134 H -0.27038 7.13941 1.39255  0.104
135 H -0.10437 5.79160 2.50825  0.057
136 O -0.58957 2.14309 -0.58422  -0.336
137 S 0.16263 1.05967 0.05946  0.726
138 O 1.30471 1.35819 0.89592  -0.340
139 C -1.00905 0.07610 1.11036  -0.192
140 C -0.70253 -1.39550 0.95409  -0.195
141 C -0.30766 -1.60238 -0.53812  -0.172
142 C 0.62987 -0.39592 -1.01408  -0.157
143 H -1.92702 0.41306 0.62881  0.102
144 H -1.01475 0.49550 2.11643  0.086
145 H 0.12031 -1.67688 1.61126  0.091
146 H -1.59839 -1.98680 1.14353  0.082
147 H -1.22089 -1.61349 -1.13310  0.093
148 H 0.19855 -2.55281 -0.70701  0.098
149 H 0.71703 -0.21041 -2.08463  0.074
150 H 1.56681 -0.67897 -0.53435  0.055
151 O 3.45387 -2.22460 4.88586  -0.367
152 S 4.12838 -1.94993 3.59251  0.742
153 O 5.24582 -1.03185 3.51280  -0.335
154 C 4.61093 -3.59125 2.85865  -0.197
155 C 3.96939 -3.52506 1.47849  -0.243
156 C 2.63449 -2.81825 1.47555  -0.214
157 C 2.84110 -1.51974 2.28973  -0.183
158 H 4.02798 -4.25436 3.49782  0.086
159 H 5.64849 -3.92471 2.87835  0.110
160 H 4.72479 -2.92804 0.96756  0.109
161 H 3.84204 -4.51088 1.03123  0.111
162 H 1.86640 -3.40268 1.98208  0.096
163 H 2.24878 -2.60915 0.47775  0.079
164 H 1.96508 -1.07513 2.76197  0.071
165 H 3.25835 -0.76451 1.62367  0.071
166 O -5.31226 5.59270 -3.28144  -0.362
167 S -5.50478 4.11335 -3.24973  0.759
168 O -6.64140 3.42977 -2.62482  -0.349
169 C -4.99751 3.23807 -4.80223  -0.207
170 C -3.52888 2.73727 -4.61883  -0.225
171 C -3.25897 2.41980 -3.14243  -0.210
172 C -3.98625 3.50132 -2.32106  -0.213
173 H -5.16466 3.78716 -5.72887  0.102
174 H -5.53831 2.29170 -4.79785  0.095
175 H -3.34608 1.94577 -5.34560  0.104
176 H -3.00033 3.65670 -4.87057  0.107
177 H -2.19981 2.48104 -2.89238  0.084
178 H -3.78825 1.51459 -2.84482  0.119
179 H -3.25333 4.30074 -2.21220  0.090
180 H -4.21383 3.24580 -1.28616  0.091

Cartesian forces, eV/Å:
0.79 -0.73 -2.93
-0.95 -1.03 2.07
0.96 1.56 1.71
-1.52 -0.57 -0.42
-1.56 0.35 0.14
0.78 0.00 0.78
-0.83 1.09 -1.06
0.66 0.40 0.35
0.62 0.10 -0.30
0.16 -0.40 0.10
0.25 0.07 0.07
0.19 -0.20 -0.15
-0.57 -0.18 0.02
0.15 -0.06 -0.06
0.68 -0.22 -0.22
-1.44 -0.81 -0.37
-1.46 -0.92 -1.17
1.65 0.59 -0.50
0.96 -0.01 0.54
0.55 -0.60 0.83
0.38 -0.19 0.44
0.39 1.91 -0.11
0.10 -0.15 -0.87
-0.30 -0.49 0.34
-0.21 0.10 -0.04
0.22 0.22 0.11
0.02 0.52 0.03
-0.64 0.03 0.37
0.30 -0.33 0.33
-0.50 0.21 0.09
1.96 -0.55 1.36
-0.69 0.70 0.64
-0.02 0.84 -2.11
-1.80 -0.26 -1.46
0.93 -0.84 0.77
-0.33 -0.51 0.86
0.31 1.00 -0.83
-0.11 0.03 -0.22
-0.03 -0.02 0.64
0.21 0.69 0.56
0.15 -0.37 -0.17
-0.94 -0.27 -0.01
-0.16 -0.16 0.23
-0.01 -0.33 -0.52
0.67 0.05 -0.03
1.09 -0.52 -0.85
0.36 0.05 1.40
-0.13 -0.89 -0.03
-0.77 0.75 -0.93
-1.85 0.24 -1.00
0.41 0.08 0.89
0.24 -1.54 -0.77
0.23 0.04 -0.12
-0.10 0.33 0.27
0.20 0.47 0.01
-0.09 -0.04 0.01
-0.33 0.05 0.27
0.00 0.78 0.09
0.07 0.12 0.88
0.79 0.10 -0.22
0.56 -1.00 0.11
-0.87 -0.27 1.17
0.35 1.21 -0.03
0.63 -0.14 0.20
-0.10 0.31 0.68
-0.56 -0.13 -1.08
0.23 0.12 -1.46
0.17 0.03 0.18
-0.17 0.14 0.02
-0.20 -0.15 0.05
-0.01 0.12 0.24
-0.03 0.02 -0.01
0.13 -0.10 -0.03
-0.30 0.25 0.00
0.20 -0.41 -0.04
0.79 -3.27 -1.31
-1.01 1.80 0.93
-0.25 0.44 0.12
-0.33 1.41 -1.36
0.63 -0.95 0.71
-0.19 -0.28 0.14
0.34 2.04 0.79
0.17 0.49 0.24
0.56 -0.56 -0.29
-0.39 -0.25 -0.01
0.22 -0.34 0.15
0.26 0.21 -0.13
-0.40 -0.24 0.01
-0.34 0.02 -0.28
0.11 -0.51 0.39
2.21 0.06 0.07
-2.00 -3.83 4.21
1.32 2.09 -1.69
-0.19 -0.22 0.14
-1.80 1.11 -0.95
1.20 0.34 -1.20
-0.21 -0.58 0.04
-0.39 -0.54 -0.08
0.35 -0.02 -0.38
-0.18 0.34 -0.04
-0.54 0.33 0.39
0.14 -0.03 -0.52
0.51 0.16 -0.73
-0.63 0.14 0.22
0.18 0.51 0.49
0.71 1.35 -1.71
1.07 -0.83 0.11
-0.27 -0.49 0.16
0.99 -0.60 -0.41
-0.38 0.19 0.31
-1.18 -0.16 -0.05
-0.67 0.62 1.60
-0.22 0.08 0.32
-0.07 0.03 0.00
-0.19 0.10 -0.16
0.23 0.05 0.75
0.20 -0.07 0.28
0.03 0.29 -0.01
0.05 -0.59 -1.12
-0.19 0.02 0.10
0.43 -1.10 1.14
0.65 0.11 -0.70
-0.58 -0.17 -2.62
-0.93 -0.90 0.07
1.10 0.43 0.19
-0.52 1.59 0.65
1.95 -0.84 0.17
-0.06 -0.08 -0.12
0.02 0.13 0.37
-1.10 0.18 0.16
-0.82 -0.38 -0.04
0.41 0.07 0.15
-0.27 -0.02 -0.15
-0.38 0.15 0.09
0.14 0.80 0.60
1.06 -1.14 0.20
-1.46 -1.18 0.44
0.39 0.41 -0.30
-0.07 1.35 -0.73
0.37 0.42 -1.07
-0.07 1.30 -0.44
-0.83 -1.00 1.81
-0.42 -0.53 0.07
0.31 -0.05 0.05
-0.17 -0.15 0.13
0.17 -0.09 0.26
-0.06 0.04 -0.11
0.15 0.08 -0.02
-0.13 0.11 0.35
0.43 0.42 -0.58
0.91 0.54 -1.91
-0.52 -0.60 0.46
-0.58 -0.18 0.21
-2.10 -0.05 0.79
0.98 -0.17 -0.37
-0.37 0.87 1.21
0.65 -0.21 -0.02
0.11 -0.22 0.15
0.01 0.76 0.06
-0.37 -0.05 -1.02
0.38 -0.02 -0.08
0.04 -0.34 0.05
0.35 0.01 -0.05
0.05 -0.38 0.28
0.37 0.01 0.26
-1.22 -2.76 -0.64
2.57 0.44 2.03
0.68 1.20 -1.26
-0.03 -1.30 0.54
-0.69 2.03 0.11
-1.75 0.27 0.22
0.64 0.76 -0.40
-0.06 0.15 0.33
-0.86 0.39 -0.03
0.20 0.01 0.23
0.93 -0.27 -0.21
-0.16 -0.66 0.00
0.79 -0.62 -0.27
-0.50 0.68 -0.28
-0.51 -0.36 -0.28

- ΔE to the lowest compared entry with this formula, charge and spin (kcal/mol) = 112.6
- DFT total energy (Eh) = -8470.24365
- structure (SMILES) = O=S1(=O)CCCC1.O=S1(=O)CCCC1.O=S1(=O)CCCC1.O=S1(=O)CCCC1.O=S1(=O)CCCC1.O=S1(=O)CCCC1.O=S1(=O)CCCC1.O=S1(=O)CCCC1.O=S1(=O)CCCC1.O=S1(=O)CCCC1.O=S1(=O)CCCC1.O=S1(=O)CCCC1
- HOMO level (eV) = -9.444
- E_LUMO (eV) = -0.36